Formula: C2H6IO
Source: the OMol25 dataset
Level of theory: wB97M-V/def2-TZVPD

The geometry in XYZ format:
```
10
Properties=species:S:1:pos:R:3:lowdin_charge:R:1
I 3.064 -0.441 -3.982 -0.976
C -0.814 0.742 0.194 -0.117
C -0.162 -0.322 1.027 -0.347
O 0.126 -1.340 0.116 -0.082
H -0.075 1.033 -0.552 0.078
H -1.119 1.604 0.787 0.065
H -1.682 0.423 -0.382 0.075
H -0.965 -0.672 1.676 0.107
H 0.716 0.107 1.512 0.112
H 0.912 -1.135 -0.395 0.084
```

Energy above the lowest of the compared OMol25 structures with the same formula, charge and spin in kJ/mol: 54.7
Total charge: -1
2S+1: 1
HOMO energy in eV: -3.35
Gap between HOMO and LUMO in eV: 6.72